(1)
{"formula": "CH6N3", "method": "ωB97M-V/def2-TZVPD", "total_charge": 1, "de_lowest_ev": 5.014, "orbital_gap_ev": 11.498, "homo_ha": -0.5660, "lumo_energy_ha": -0.143, "elements": ["C", "N", "N", "N", "H", "H", "H", "H", "H", "H"], "positions_angstrom": [[-1.121, 0.504, 0.510], [-1.126, -0.413, -0.495], [-0.100, -0.516, 0.544], [1.244, -0.328, 0.027], [-1.086, 1.530, 0.355], [-1.809, 0.475, 1.310], [-1.781, -1.197, -0.537], [1.248, -0.575, -1.036], [1.752, -1.117, 0.544], [1.751, 0.501, 0.191]], "atomic_forces_ev_per_a": [[-0.906, 0.832, 1.782], [1.124, -1.287, -2.485], [-1.262, -0.614, 0.640], [0.059, -3.726, -1.978], [1.432, 1.843, -1.272], [-0.648, -1.064, 1.199], [0.296, 0.171, 0.736], [0.025, 0.671, 2.011], [-0.486, 1.288, -1.018], [0.365, 1.885, 0.386]]}

---

(2)
{"formula": "C10H10N2O", "method": "ωB97M-V/def2-TZVPD", "total_charge": 0, "de_lowest_ev": 5.319, "orbital_gap_ev": 8.043, "homo_ha": -0.3141, "lumo_energy_ha": -0.019, "elements": ["C", "C", "C", "C", "C", "C", "C", "C", "C", "C", "H", "H", "H", "H", "H", "H", "H", "H", "H", "H", "N", "N", "O"], "positions_angstrom": [[-3.007, -0.624, 1.012], [-2.656, -0.783, -0.489], [-1.268, -0.351, -0.588], [0.894, -0.757, -0.202], [2.174, -1.473, -0.157], [3.296, -0.685, -0.094], [3.479, 0.623, 0.114], [2.362, 1.495, 0.107], [1.124, 0.677, -0.068], [-1.207, 1.120, -0.450], [-2.113, -0.544, 2.081], [-4.026, -1.475, 1.129], [-3.511, 0.350, 1.103], [-3.589, -0.556, -1.152], [-2.563, -1.827, -0.447], [2.054, -2.503, -0.399], [4.263, -1.074, -0.396], [4.604, 1.038, 0.318], [2.059, 2.499, 0.562], [0.118, 2.519, -0.395], [-0.287, -1.184, -0.839], [-0.016, 1.552, -0.252], [-2.184, 1.962, -0.498]], "atomic_forces_ev_per_a": [[-2.689, -0.051, 3.003], [-1.506, -1.812, 0.479], [-0.848, 0.413, -2.073], [3.499, 2.898, -1.780], [-3.352, 2.224, -0.809], [2.057, -3.532, -0.868], [1.248, 5.928, 1.279], [-2.562, -3.343, 1.573], [-0.521, 2.348, -0.302], [-4.100, 2.114, 0.494], [-2.626, -0.947, -3.891], [3.475, 2.421, 0.428], [0.230, -0.267, 0.318], [2.192, 0.375, 1.102], [0.010, -1.792, -1.145], [0.809, -0.749, -0.074], [-0.104, -1.189, 0.596], [-2.999, -1.041, -0.782], [1.551, -1.189, -1.146], [0.347, 1.144, 0.184], [-0.547, 0.647, 3.271], [4.209, -1.457, 0.442], [2.229, -3.141, -0.299]]}